Model A:
Entry from the Open Molecules 2025 dataset: a cluster of 2 separate species, C3H8N2O2 in total (ωB97M-V/def2-TZVPD).

XYZ file:
```
15
Properties=species:S:1:pos:R:3
N -1.96390 0.59910 -0.09193
H 0.73592 1.86276 -1.52332
H 0.47620 -1.14634 1.18524
H 1.73415 -1.46560 -0.12277
H -3.58578 -1.84480 -1.05297
O -3.34852 -1.20605 -0.27001
C 1.00122 0.55732 0.14646
N -2.36290 -0.41496 -0.59793
C 1.06605 0.93123 -1.09766
H 0.42253 1.17392 0.91692
C 1.38154 -0.79610 0.65427
H 2.26366 -0.94335 1.27677
H 1.50379 0.36510 -1.81809
H -2.61458 1.98446 1.28819
O -2.81075 1.09098 0.99778
```

Highest occupied orbital energy ... -0.34161 Ha
Structure (SMILES) ... O/N=N\O.C=CC

Löwdin population analysis, charges in e, atoms 1 to 2:
1. N 0.0058
2. H 0.0538

Model B:
Entry from the Open Molecules 2025 dataset: the molecule C3H8N2O2 (ωB97M-V/def2-TZVPD).

XYZ file:
```
15
Properties=species:S:1:pos:R:3
H -0.73445 -1.52455 2.12845
O 0.20598 -0.14856 0.83041
C -0.86179 -1.11516 1.09397
H -1.84964 -0.66813 0.94366
H 0.52060 2.57006 -0.16027
N 0.80745 -0.16286 -1.34648
H -0.41113 1.95682 -1.46030
H -0.59904 -1.95328 0.43197
H 2.07665 -1.73686 -1.85926
C -0.22610 1.82941 -0.42888
C 0.28065 0.41621 -0.33522
O -1.38976 1.84020 0.29466
H -1.07988 1.62530 1.17300
N 1.38872 -1.43389 -1.11038
H 1.87173 -1.49470 -0.19533
```

Highest occupied orbital energy ... -0.31549 Ha
Structure (SMILES) ... CO/C(CO)=N\N

Löwdin population analysis, charges in e, atoms 1 to 2:
1. H 0.1029
2. O -0.1036

Model C:
Entry from the Open Molecules 2025 dataset: the molecule C3H8N2O2 (ωB97M-V/def2-TZVPD).

XYZ file:
```
15
Properties=species:S:1:pos:R:3
H -1.53081 -0.92554 -1.44438
N 1.78120 1.08921 0.23198
C -0.84865 -1.03458 -0.59677
H 2.15932 2.02849 0.25332
H -2.53128 -0.34598 0.54416
H 0.42646 0.64582 1.19488
H 1.20068 -0.94527 -0.66592
C 0.63979 0.97709 -0.64886
O 0.02043 1.95025 -0.98957
O -0.68784 0.54777 1.30497
H -1.51778 -1.40446 1.45732
N 0.41116 -0.37042 -0.91521
H -0.60159 -2.09717 -0.50594
C -1.44568 -0.54655 0.75784
H 2.52457 0.43136 0.02218
```

Highest occupied orbital energy ... -0.34939 Ha
Structure (SMILES) ... NC(=O)NCCO

Löwdin population analysis, charges in e, atoms 1 to 2:
1. H 0.1109
2. N 0.1069

It is model C that is most stable; the runner-up trails by 29.0 kcal/mol.

Model A:
Entry from the Open Molecules 2025 dataset: the molecule C3H8N2O2 (ωB97M-V/def2-TZVPD).

XYZ file:
```
15
Properties=species:S:1:pos:R:3
C 0.47022 0.74445 0.50895
O 0.65420 -1.10477 -2.17221
H -0.09872 -1.55445 -0.32893
C 0.85402 -1.34171 -0.79248
H 2.16348 0.30301 -0.44764
O 0.95001 1.53864 1.29264
N 1.30558 -0.14063 -0.15062
H 0.76957 -1.88371 -2.72249
H -2.09464 0.68712 2.07658
H -1.00982 1.87979 1.94379
H 1.54400 -2.15869 -0.59984
N -1.74442 1.38942 1.43222
C -1.04792 0.70701 0.33449
H -1.40201 -0.31634 0.20324
H -1.31355 1.25086 -0.57770
```

Highest occupied orbital energy ... -0.35112 Ha
Structure (SMILES) ... NCC(=O)NCO

Löwdin population analysis, charges in e, atoms 1 to 2:
1. C -0.4499
2. O -0.0353

Model B:
Entry from the Open Molecules 2025 dataset: the molecule C3H8N2O2 (ωB97M-V/def2-TZVPD).

XYZ file:
```
15
Properties=species:S:1:pos:R:3
H -0.98770 0.62441 2.25173
N 0.02928 -1.93731 0.45838
C -0.38050 0.20981 -0.48514
H 0.45049 -0.37189 2.43021
H 1.55853 1.22682 1.20372
C -0.51995 -0.69133 0.50847
N -0.02615 0.68973 -2.77298
O 0.70173 1.48038 1.56649
H 0.13904 1.65614 -2.48616
H -1.03167 0.58685 -2.91624
H -0.33871 -2.71094 -0.07028
H -0.83384 1.19403 -0.45277
O 0.30993 -0.11381 -1.63600
H 0.99660 -2.16032 0.64600
C -0.06709 0.31743 1.75458
```

Highest occupied orbital energy ... -0.28921 Ha
Structure (SMILES) ... NO/C=C(\N)CO

Löwdin population analysis, charges in e, atoms 1 to 2:
1. H 0.1024
2. N 0.0469

Model C:
Entry from the Open Molecules 2025 dataset: the molecule C3H8N2O2 (ωB97M-V/def2-TZVPD).

XYZ file:
```
15
Properties=species:S:1:pos:R:3
H 1.33946 -1.20056 0.29518
H -1.28196 -1.48243 0.16482
H 1.30609 -0.99646 -1.40040
C -1.31637 -0.40314 -0.17157
H -1.43377 -0.69986 -1.24813
N 0.06524 0.98121 1.15195
H -2.03987 0.12509 0.39112
N -1.16143 2.46661 -1.06916
H 2.09646 0.30586 -0.28887
O -1.17831 3.34787 -1.83129
O 0.01746 1.45405 -1.22351
H -0.74772 1.70776 1.37700
C 1.30554 -0.39573 -0.38462
C 0.00699 0.35867 -0.09480
H 1.00774 1.33478 1.39519
```

Highest occupied orbital energy ... -0.35548 Ha
Structure (SMILES) ... CC(C)(N)ON=O

Löwdin population analysis, charges in e, atoms 1 to 2:
1. H 0.0620
2. H 0.0970

It is model A that is most stable; the runner-up trails by 79.9 kcal/mol.

Model A:
Entry from the Open Molecules 2025 dataset: the molecule C3H4N2 (ωB97M-V/def2-TZVPD).

XYZ file:
```
9
Properties=species:S:1:pos:R:3
H -2.04040 -0.82775 0.15151
H 1.53948 1.43617 0.07863
H 1.88122 -1.25851 -0.09629
H -1.18116 1.81179 0.06603
C 0.93634 -0.77065 -0.00652
N -1.14030 -0.43441 -0.02255
N -0.20847 -1.39046 -0.04976
C -0.59116 0.83390 -0.10573
C 0.80445 0.59991 -0.01532
```

Highest occupied orbital energy ... -0.34419 Ha
Structure (SMILES) ... c1cn[nH]c1

Löwdin population analysis, charges in e, atoms 1 to 2:
1. H 0.1371
2. H 0.1037

Model B:
Entry from the Open Molecules 2025 dataset: the molecule C3H4N2 (ωB97M-V/def2-TZVPD).

XYZ file:
```
9
Properties=species:S:1:pos:R:3
H 1.82849 -0.72326 1.36881
N 0.94056 -0.36254 1.00318
N -1.07166 0.48106 1.37376
C -1.19028 0.49731 0.11764
C 0.85501 -0.38091 -0.29125
H -0.52984 0.11830 -1.96172
C -0.33003 0.08841 -0.90156
H -2.17391 1.02598 0.21855
H 1.67166 -0.74435 -0.92741
```

Highest occupied orbital energy (alpha / beta) ... -0.30597 / -0.30597 Ha

Löwdin population analysis, charges in e, atoms 1 to 2:
1. H 0.0761
2. N 0.0672

It is model A that is most stable; the runner-up trails by 68.6 kcal/mol.

Model A:
Entry from the Open Molecules 2025 dataset: the molecule C3H4N2 (ωB97M-V/def2-TZVPD).

XYZ file:
```
9
Properties=species:S:1:pos:R:3
H 1.13666 0.45340 1.37765
C 0.25468 1.01005 0.85992
C -0.34181 0.32558 -0.27138
C -0.25044 -0.99574 -0.24022
N -0.46284 -2.13187 0.18353
H -1.41145 0.54228 -0.51445
H -0.16525 1.87273 1.18091
N 0.76281 1.13674 -0.64865
H 0.36566 2.05819 -0.87824
```

Highest occupied orbital energy ... -0.39071 Ha
Structure (SMILES) ... N#C[C@H]1CN1

Löwdin population analysis, charges in e, atoms 1 to 2:
1. H 0.1540
2. C -0.0310

Model B:
Entry from the Open Molecules 2025 dataset: the molecule C3H4N2 (ωB97M-V/def2-TZVPD).

XYZ file:
```
9
Properties=species:S:1:pos:R:3
C 0.49335 1.05837 0.15574
C -0.77250 -0.72041 -0.17218
C -0.76904 0.66953 -0.31446
N 0.42038 -0.99794 0.42978
H -1.55094 1.33286 -0.67022
H 0.64368 -1.92729 0.74769
H -0.62663 -1.48125 -0.92955
N 1.21990 0.02780 0.59924
H 0.94181 2.03833 0.15397
```

Highest occupied orbital energy ... -0.34203 Ha
Structure (SMILES) ... c1cn[nH]c1

Löwdin population analysis, charges in e, atoms 1 to 2:
1. C -0.1783
2. C -0.1357

It is model B that is most stable; the runner-up trails by 26.7 kcal/mol.

Model A:
Entry from the Open Molecules 2025 dataset: a cluster of 2 separate species, C3H11N3O in total (ωB97M-V/def2-TZVPD).

XYZ file:
```
18
Properties=species:S:1:pos:R:3
H 1.07784 -2.40612 -1.12732
N 0.62353 -0.85599 0.83743
H 0.37388 -0.81536 1.83286
H -2.29149 -2.31927 0.43216
H -2.21568 2.56170 -1.13898
N 0.14609 -2.51222 -0.74794
C 1.63249 1.33179 1.09879
H 1.25515 1.33757 2.11875
O -1.99538 3.04691 -1.94137
H -0.41750 -3.20515 -1.22349
C 0.75859 0.42790 0.22836
H -0.20911 0.90697 -0.01468
H 2.66867 0.97428 1.08527
C -0.31970 -1.77717 0.27416
H 1.23140 0.30466 -0.76142
H 1.64790 2.36620 0.79130
H -2.47790 2.40280 -2.46319
N -1.48878 -1.76950 0.71931
```

Highest occupied orbital energy (alpha / beta) ... -0.53076 / -0.53060 Ha
Charge ... +1
Multiplicity ... 2
<S²> ... 0.765

Löwdin population analysis, charges in e, atoms 1 to 2:
1. H 0.1302
2. N 0.1821

Model B:
Entry from the Open Molecules 2025 dataset: a cluster of 2 separate species, C3H11N3O in total (ωB97M-V/def2-TZVPD).

XYZ file:
```
18
Properties=species:S:1:pos:R:3
C 1.21179 0.43160 0.35354
H -2.60992 -0.06835 0.55884
C -1.03469 0.98397 -0.14518
H 1.74356 1.11098 -0.37506
H -1.35530 1.79838 -2.00392
H 1.39440 -0.69317 2.15316
N -0.92024 1.78861 -1.11944
N -1.70576 -0.20479 0.31636
H 2.54735 0.74810 1.78327
H 0.29635 2.12828 1.04996
H 0.81935 -0.37195 -0.07602
N 0.08732 1.12278 0.91437
H 2.93286 -1.02905 1.18851
H -0.41057 -2.26828 -1.16384
H 0.63516 -2.66136 -2.08287
C 2.13456 -0.25216 1.41822
O -0.10714 -3.00102 -1.57441
H -1.23526 -0.61203 1.02475
```

Highest occupied orbital energy (alpha / beta) ... -0.54034 / -0.54033 Ha
Charge ... +1
Multiplicity ... 2
<S²> ... 0.756

Löwdin population analysis, charges in e, atoms 1 to 2:
1. C -0.2479
2. H 0.0753

It is model A that is most stable; the runner-up trails by 52.7 kcal/mol.

Model A:
Entry from the Open Molecules 2025 dataset: a cluster of 2 separate species, C6H8N2O4 in total (ωB97M-V/def2-TZVPD).

XYZ file:
```
20
Properties=species:S:1:pos:R:3
H 3.49829 1.74268 -0.09934
H -1.54295 -0.61906 -1.26581
C 3.29984 -0.16233 0.07079
C -3.04571 -0.00832 0.27648
N 0.49409 -1.35032 0.28735
O -1.03480 -1.38016 0.47016
N -1.05749 1.01581 0.02790
O 0.88299 2.14660 0.15907
C -1.68598 -0.26213 -0.19470
C 0.25585 0.97140 -0.04050
C 0.95679 -0.25419 -0.04136
H -3.07486 -0.01903 1.30614
H 0.09992 2.69644 0.41206
O 0.98315 -2.44083 0.42552
H -3.23623 0.95462 -0.09676
H 3.20463 -1.94150 -0.91471
O 3.66048 0.99196 0.58303
C 3.87566 -1.15924 -0.49295
H -3.65954 -0.78580 -0.21350
H 4.92893 -1.40093 -0.45395
```

Highest occupied orbital energy ... -0.33191 Ha

Löwdin population analysis, charges in e, atoms 1 to 2:
1. H 0.1799
2. H 0.1685

Model B:
Entry from the Open Molecules 2025 dataset: a cluster of 2 separate species, C6H8N2O4 in total (ωB97M-V/def2-TZVPD).

XYZ file:
```
20
Properties=species:S:1:pos:R:3
H -1.67080 1.49908 1.32046
C 1.55867 -3.33145 -0.16246
H 2.74237 -2.29575 1.08226
H -2.16209 5.34699 1.43115
H 0.44921 -3.98955 -1.67081
H -3.23799 1.97611 1.75772
O 1.56303 -4.34965 0.38827
C 2.12339 -0.91583 -0.31774
H -2.69450 2.04519 0.10253
C 1.39098 -0.79847 -1.41806
C 0.67292 -1.99685 -1.95332
O -2.69769 4.51768 1.12012
H 1.22508 0.09766 -1.94250
O -0.11133 -2.01190 -2.90033
C -2.43942 2.26300 1.14420
O -0.62315 3.82383 1.55230
H 2.65450 -0.12510 0.09879
N 0.87443 -3.13545 -1.28093
C -1.76623 3.56882 1.31507
N 2.14861 -2.18836 0.33329
```

Highest occupied orbital energy ... -0.35679 Ha
Structure (SMILES) ... O=c1cc[nH]c(=O)[nH]1.CC(=O)O

Löwdin population analysis, charges in e, atoms 1 to 2:
1. H 0.0900
2. C -0.6022

It is model B that is most stable; the runner-up trails by 210.4 kcal/mol.